# 1
DFT (ωB97M-V/def2-TZVPD) results for C36H38N3O12P2Tc as an isolated structure.

Calculated values
Spin multiplicity: 4
Highest occupied orbital energy (spin up / spin down) (hartree): -0.1511 / -0.1703
Expectation value of S²: 3.79
Total charge: -1
Energy above the lowest of the compared OMol25 structures with the same formula, charge and spin (kJ/mol): 0.0

```
92
C36H38N3O12P2Tc (ωB97M-V/def2-TZVPD)
Tc -0.063 -0.109 -0.453
O 0.335 4.076 -0.468
C 0.591 2.891 -0.409
O -0.242 1.969 -0.024
C 2.019 2.400 -0.714
C 2.486 1.415 0.361
C 4.001 1.240 0.340
C 4.218 0.429 -0.963
C 2.783 0.241 -1.450
O 2.056 0.127 -0.196
C 2.234 1.560 -2.019
C 0.974 1.308 -2.850
O 0.805 1.864 -3.914
O 0.176 0.405 -2.353
H 2.643 3.292 -0.733
H 2.023 1.546 1.335
H 4.517 2.199 0.348
H 4.322 0.672 1.213
H 4.813 0.962 -1.704
H 4.695 -0.530 -0.766
H 2.585 -0.643 -2.051
H 2.958 2.043 -2.674
N -3.378 -2.134 0.438
C -3.188 -0.994 1.430
C -4.368 -0.950 2.383
P -3.139 0.430 0.222
O -2.568 1.636 1.041
O -4.518 0.551 -0.290
O -2.097 -0.125 -0.762
P -1.586 -1.278 2.316
O -1.567 -2.900 2.128
O -1.687 -0.904 3.738
O -0.460 -0.703 1.487
H -4.337 -2.120 0.091
H -3.114 -3.028 0.856
H -2.743 -1.939 -0.361
H -5.255 -0.583 1.864
H -4.126 -0.280 3.206
H -4.567 -1.934 2.818
H -1.707 2.003 0.670
H -0.712 -3.327 2.264
C 0.164 -1.500 6.368
N 1.175 -0.707 5.665
N 0.651 0.430 5.041
C 1.176 0.595 3.770
O 0.937 1.551 3.050
C 2.036 -0.563 3.587
C 1.971 -1.315 4.702
C 2.672 -2.596 4.998
C -0.049 1.401 5.776
C 0.306 1.688 7.089
C -0.390 2.662 7.789
C -1.418 3.362 7.174
C -1.758 3.073 5.860
C -1.088 2.087 5.155
H -0.180 -0.952 7.243
H 0.625 -2.425 6.706
H -0.684 -1.704 5.710
H 2.592 -0.774 2.688
H 3.142 -2.972 4.091
H 1.995 -3.365 5.371
H 3.445 -2.440 5.752
H 1.127 1.151 7.548
H -0.117 2.883 8.813
H -1.951 4.133 7.717
H -2.561 3.614 5.375
H -1.354 1.835 4.139
C 0.061 -2.072 -0.841
C 0.052 -3.306 -0.890
C -0.059 -4.687 -0.881
C -0.813 -5.321 -1.970
C -1.618 -6.452 -1.779
C -2.373 -6.977 -2.817
C -2.347 -6.389 -4.074
C -1.567 -5.257 -4.275
C -0.817 -4.728 -3.240
C 0.515 -5.413 0.241
C 0.682 -6.809 0.259
C 1.202 -7.458 1.365
C 1.589 -6.746 2.494
C 1.496 -5.359 2.471
C 0.991 -4.703 1.364
H -1.684 -6.905 -0.799
H -2.996 -7.844 -2.636
H -2.938 -6.799 -4.884
H -1.546 -4.778 -5.246
H -0.229 -3.833 -3.397
H 0.422 -7.388 -0.616
H 1.316 -8.536 1.339
H 1.976 -7.260 3.365
H 1.827 -4.780 3.326
H 0.991 -3.618 1.323
```

=====

# 2
DFT (ωB97M-V/def2-TZVPD) results for C36H39AsI2N3O3RuSSi2 as an isolated structure.

Calculated values
Spin multiplicity: 2
Highest occupied orbital energy (spin up / spin down) (hartree): -0.2473 / -0.2410
Expectation value of S²: 0.86
Total charge: 0
Energy above the lowest of the compared OMol25 structures with the same formula, charge and spin (kJ/mol): 129.0

```
88
C36H39AsI2N3O3RuSSi2 (ωB97M-V/def2-TZVPD)
Ru -0.509 -0.505 0.415
I -0.458 4.039 3.094
C 0.220 2.149 3.614
C 0.818 1.940 4.870
C 1.335 0.723 5.232
I 2.207 0.514 7.108
C 1.282 -0.370 4.324
C 1.819 -1.661 4.535
C 1.735 -2.605 3.551
C 1.114 -2.286 2.330
N 0.603 -1.098 2.111
C 0.664 -0.145 3.083
C 0.116 1.122 2.692
O -0.388 1.209 1.513
H 0.876 2.772 5.560
H 2.305 -1.885 5.476
H 2.143 -3.596 3.695
H 1.039 -3.003 1.523
O -1.972 -1.246 1.685
C -2.209 -2.500 1.914
C -2.690 -2.866 3.196
C -2.962 -4.171 3.522
C -2.770 -5.204 2.597
C -2.304 -4.879 1.343
C -2.020 -3.556 0.982
C -1.555 -3.245 -0.365
N -1.109 -2.075 -0.788
C -0.820 -2.214 -2.131
C -1.106 -3.474 -2.528
N -1.571 -4.118 -1.400
H -2.836 -2.065 3.910
H -3.325 -4.404 4.516
H -2.978 -6.232 2.858
H -2.148 -5.682 0.630
H -0.444 -1.388 -2.707
H -1.035 -3.963 -3.483
H -1.921 -5.057 -1.355
C -4.786 0.954 -1.241
Si -3.475 1.917 -0.319
C -3.652 3.745 -0.688
C -3.622 1.610 1.504
As -1.419 1.123 -1.148
Si -1.127 2.203 -3.204
C -2.691 2.115 -4.217
C -0.647 3.976 -2.865
C 0.236 1.372 -4.186
H -5.766 1.395 -1.033
H -4.801 -0.087 -0.908
H -4.633 0.958 -2.320
H -4.571 4.129 -0.236
H -3.700 3.951 -1.760
H -2.811 4.303 -0.270
H -4.679 1.486 1.759
H -3.215 2.451 2.070
H -3.089 0.708 1.809
H -3.540 2.589 -3.724
H -2.961 1.077 -4.420
H -2.528 2.622 -5.173
H -1.521 4.588 -2.640
H -0.149 4.394 -3.745
H 0.033 4.056 -2.015
H 0.091 0.290 -4.212
H 1.223 1.561 -3.760
H 0.238 1.740 -5.216
O 1.616 -1.479 -0.537
S 2.016 -0.289 -1.383
C 3.584 -0.657 -2.152
C 3.570 -0.722 -3.538
C 4.726 -1.078 -4.224
C 5.880 -1.372 -3.517
C 5.887 -1.311 -2.127
C 4.741 -0.955 -1.439
C 2.502 0.975 -0.223
C 3.035 0.636 1.013
C 3.303 1.641 1.929
C 3.031 2.967 1.611
C 2.494 3.293 0.374
C 2.222 2.292 -0.547
H 2.661 -0.490 -4.079
H 4.718 -1.129 -5.304
H 6.781 -1.655 -4.047
H 6.792 -1.536 -1.579
H 4.751 -0.909 -0.359
H 3.176 -0.405 1.277
H 3.693 1.387 2.907
H 3.213 3.744 2.341
H 2.255 4.322 0.140
H 1.768 2.532 -1.501
```

=====

# 3
DFT (ωB97M-V/def2-TZVPD) results for C36H39AsMnN5PS2 as an isolated structure.

Calculated values
Spin multiplicity: 2
Highest occupied orbital energy (spin up / spin down) (hartree): -0.4881 / -0.4880
Expectation value of S²: 0.76
Total charge: +2
Energy above the lowest of the compared OMol25 structures with the same formula, charge and spin (kJ/mol): 0.0

```
85
C36H39AsMnN5PS2 (ωB97M-V/def2-TZVPD)
Mn -2.338 -0.337 1.724
C -3.660 1.344 3.693
C -4.101 -0.043 4.112
N -3.831 -0.980 2.995
C -3.536 -2.369 3.411
C -2.032 -2.537 3.682
N -1.268 -1.335 3.237
C -0.987 -0.406 4.375
C -1.207 1.058 4.009
N -2.326 1.255 3.058
H -4.347 1.749 2.949
H -3.648 2.026 4.548
H -3.555 -0.384 4.989
H -5.157 -0.048 4.383
H -4.652 -1.007 2.399
H -4.133 -2.654 4.279
H -3.829 -3.011 2.585
H -1.835 -2.717 4.739
H -1.658 -3.405 3.140
H -0.377 -1.659 2.880
H -1.612 -0.694 5.216
H 0.044 -0.537 4.709
H -1.361 1.645 4.919
H -0.318 1.449 3.525
H -2.154 2.127 2.563
S -3.497 0.839 0.291
C -3.501 -0.135 -1.141
C -3.882 0.494 -2.368
N -4.192 1.009 -3.348
C -3.053 -1.420 -1.102
S -2.453 -2.118 0.356
C -3.004 -2.223 -2.288
N -2.908 -2.857 -3.242
C -0.285 0.313 -1.185
C 0.917 0.950 -1.871
As 1.176 0.149 -3.630
C 2.603 0.931 -4.548
C 3.375 0.142 -5.410
C 4.414 0.731 -6.105
C 4.663 2.092 -5.963
C 3.878 2.880 -5.124
C 2.835 2.308 -4.423
C 1.422 -1.715 -3.349
C 2.608 -2.132 -2.740
C 2.772 -3.478 -2.459
C 1.767 -4.385 -2.779
C 0.591 -3.958 -3.378
C 0.411 -2.613 -3.670
P -0.329 0.537 0.645
C -0.125 2.340 0.839
C -0.909 3.166 0.024
C -0.873 4.545 0.169
C -0.050 5.124 1.124
C 0.737 4.318 1.933
C 0.700 2.937 1.793
C 1.253 -0.268 1.069
C 2.482 0.391 1.140
C 3.651 -0.321 1.374
C 3.614 -1.701 1.519
C 2.406 -2.373 1.407
C 1.235 -1.663 1.179
H -0.287 -0.771 -1.327
H -1.209 0.695 -1.610
H 1.861 0.725 -1.363
H 0.824 2.030 -1.967
H 3.173 -0.916 -5.520
H 5.029 0.134 -6.764
H 5.472 2.548 -6.518
H 4.079 3.938 -5.030
H 2.214 2.921 -3.783
H 3.396 -1.427 -2.501
H 3.690 -3.822 -2.001
H 1.907 -5.436 -2.561
H -0.193 -4.663 -3.616
H -0.510 -2.284 -4.135
H -1.569 2.738 -0.721
H -1.492 5.165 -0.467
H -0.019 6.200 1.235
H 1.388 4.762 2.674
H 1.331 2.334 2.433
H 2.541 1.463 1.008
H 4.594 0.205 1.440
H 4.527 -2.250 1.708
H 2.371 -3.451 1.489
H 0.306 -2.203 1.037
```

=====

# 4
DFT (ωB97M-V/def2-TZVPD) results for C36H39BN7O3PRhS2 as an isolated structure.

Calculated values
Highest occupied orbital energy (hartree): -0.3847
Total charge: +1
Energy above the lowest of the compared OMol25 structures with the same formula, charge and spin (kJ/mol): 0.0

```
90
C36H39BN7O3PRhS2 (ωB97M-V/def2-TZVPD)
Rh 0.953 -0.279 -0.137
C -3.821 -0.014 0.937
C -1.538 1.382 0.544
C -1.586 2.729 1.345
C -0.663 2.312 2.481
C -0.512 3.002 3.791
N -0.011 1.243 2.154
N -0.300 0.795 0.918
B 0.832 0.146 2.920
N 0.246 -1.235 2.476
N 0.283 -1.712 1.177
C 0.034 -3.013 1.207
C -0.029 -3.872 -0.008
C -0.163 -3.408 2.537
C -0.013 -2.273 3.303
C -0.116 -2.144 4.785
N 2.291 0.219 2.459
N 2.578 -0.346 1.251
C 3.858 -0.707 1.266
C 4.517 -1.467 0.164
C 4.422 -0.333 2.496
C 3.403 0.230 3.228
C 3.409 0.740 4.629
H -4.546 -0.218 1.727
H -3.356 -0.963 0.660
H -4.367 0.368 0.076
H -1.320 3.703 0.925
H -1.198 3.844 3.854
H 0.504 3.376 3.926
H -0.728 2.324 4.619
H 0.733 0.287 4.099
H 0.682 -3.542 -0.761
H -1.030 -3.858 -0.443
H 0.198 -4.900 0.271
H -0.400 -4.399 2.884
H -0.438 -3.094 5.205
H -0.837 -1.379 5.072
H 0.844 -1.884 5.232
H 3.818 -2.169 -0.285
H 5.364 -2.019 0.567
H 4.886 -0.834 -0.643
H 5.441 -0.482 2.811
H 4.433 0.887 4.962
H 2.930 0.030 5.306
H 2.880 1.689 4.712
O 3.626 -0.542 -2.737
S 2.372 -1.242 -2.875
O 2.349 -2.401 -3.720
O 1.777 -1.598 -1.541
C 1.277 -0.055 -3.680
C 1.786 0.330 -4.918
C 1.106 1.224 -5.724
C -0.111 1.739 -5.299
C -0.627 1.356 -4.075
C 0.052 0.467 -3.242
P -0.717 -0.054 -1.670
C -1.759 -1.434 -2.224
C -3.149 -1.408 -2.181
C -3.880 -2.444 -2.745
C -3.230 -3.504 -3.358
C -1.841 -3.529 -3.411
C -1.106 -2.499 -2.851
C -1.803 1.243 -0.922
C -2.777 0.956 1.429
C -3.086 2.464 1.616
C -3.893 3.052 0.498
C -3.751 2.817 -0.815
C -2.829 1.897 -1.484
H 2.731 -0.086 -5.244
H 1.522 1.512 -6.680
H -0.660 2.435 -5.920
H -1.577 1.765 -3.772
H -3.671 -0.589 -1.708
H -4.961 -2.418 -2.709
H -3.803 -4.309 -3.798
H -1.327 -4.349 -3.894
H -0.025 -2.525 -2.903
H -2.368 0.591 2.373
H -3.483 2.767 2.584
H -4.674 3.748 0.785
H -4.434 3.331 -1.481
H -3.068 1.733 -2.526
S 3.640 3.158 -1.429
C 2.016 3.693 -1.475
C 1.184 2.664 -1.200
N 1.819 1.466 -0.950
C 3.119 1.600 -1.033
H 1.750 4.709 -1.710
H 0.110 2.724 -1.180
H 3.805 0.784 -0.902
```

=====

# 5
DFT (ωB97M-V/def2-TZVPD) results for a 2-piece molecular cluster, C36H39ClF2O7 overall.

Calculated values
Highest occupied orbital energy (hartree): 0.0097
Total charge: -2
Energy above the lowest of the compared OMol25 structures with the same formula, charge and spin (kJ/mol): 354.1

```
85
C36H39ClF2O7 (ωB97M-V/def2-TZVPD)
C -0.515 1.570 3.780
C -2.037 1.175 3.506
C -2.614 1.820 2.177
C -2.964 0.742 1.055
C -2.738 1.377 -0.385
C -4.022 1.414 -1.301
C -4.364 0.009 -1.930
C -3.215 -0.613 -2.830
C -3.193 -2.193 -2.583
C -1.816 -2.571 -1.847
C -2.053 -3.622 -0.683
C -1.019 -4.830 -0.633
C 0.449 -4.487 -1.093
C 1.117 -3.288 -0.308
C 2.445 -2.846 -1.002
C 3.301 -3.922 -1.560
C 4.598 -3.658 -2.204
O 5.381 -4.704 -2.677
C 5.435 -4.675 -4.129
C 4.079 -4.266 -4.822
C 5.020 -2.250 -2.305
F 6.236 -2.045 -2.946
C 4.225 -1.130 -1.773
C 2.921 -1.454 -1.113
C 2.111 -0.288 -0.523
O 1.242 -0.385 0.321
C 2.447 1.163 -1.007
C 1.492 2.276 -0.831
F 0.255 2.093 -0.263
C 1.787 3.654 -1.234
C 3.083 4.020 -1.850
C 4.027 2.907 -2.056
Cl 5.601 3.379 -2.819
C 3.739 1.526 -1.653
C 4.739 0.349 -1.865
O 5.926 0.510 -2.064
H 0.178 0.763 3.397
H -0.321 1.770 4.874
H -0.249 2.520 3.244
H -2.109 0.046 3.510
H -2.616 1.589 4.379
H -3.555 2.398 2.374
H -1.850 2.572 1.827
H -4.025 0.375 1.132
H -2.203 -0.081 1.172
H -1.876 0.843 -0.866
H -2.414 2.444 -0.237
H -4.896 1.740 -0.659
H -3.872 2.225 -2.065
H -5.266 0.142 -2.595
H -4.602 -0.686 -1.083
H -2.213 -0.129 -2.695
H -3.493 -0.442 -3.915
H -3.133 -2.659 -3.611
H -4.066 -2.555 -1.988
H -1.436 -1.626 -1.358
H -1.110 -2.907 -2.647
H -3.070 -4.084 -0.875
H -2.117 -3.140 0.327
H -1.468 -5.711 -1.166
H -0.943 -5.141 0.455
H 0.421 -4.330 -2.210
H 1.057 -5.432 -0.947
H 0.357 -2.476 -0.214
H 1.413 -3.706 0.701
H 3.013 -5.003 -1.490
H 6.247 -3.981 -4.470
H 5.688 -5.726 -4.452
H 3.915 -3.151 -4.848
H 3.193 -4.796 -4.366
H 4.149 -4.607 -5.896
H 1.048 4.478 -1.055
H 3.329 5.074 -2.132
C -0.672 6.214 5.822
C -0.930 6.209 7.179
C -2.210 5.450 7.564
O -2.572 5.271 8.731
C -3.045 4.918 6.491
C -2.793 4.936 5.136
C -1.459 5.602 4.759
O -1.023 5.648 3.603
O -3.512 4.477 4.213
O -0.249 6.736 8.091
H 0.218 6.718 5.459
H -3.962 4.458 6.848
```